{"formula": "C25H54BN5O7", "method": "ωB97M-V/def2-TZVPD", "homo_energy_ev": -9.18, "smiles": "CCOC[C@@H](C#N)[C@](C#N)(CCCCOC=O)B(C)O.COC[C@@H](C)N.COC[C@@H](C)N.COC[C@@H](C)N", "homo_lumo_gap_ev": 9.6, "largest_force_ev_per_a": 2.9, "spin_multiplicity": 1, "symbols": ["C", "C", "O", "C", "C", "C", "N", "C", "C", "N", "C", "C", "C", "C", "O", "C", "O", "B", "C", "O", "H", "H", "H", "H", "H", "H", "H", "H", "H", "H", "H", "H", "H", "H", "H", "H", "H", "H", "H", "H", "H", "C", "C", "C", "O", "C", "N", "H", "H", "H", "H", "H", "H", "H", "H", "H", "H", "H", "C", "C", "C", "O", "C", "N", "H", "H", "H", "H", "H", "H", "H", "H", "H", "H", "H", "C", "C", "C", "O", "C", "N", "H", "H", "H", "H", "H", "H", "H", "H", "H", "H", "H"], "coordinates": [[2.011, -2.108, 3.131], [3.301, -1.820, 2.408], [3.262, -0.557, 1.768], [2.980, -0.669, 0.407], [2.631, 0.695, -0.159], [2.461, 0.518, -1.572], [2.306, 0.410, -2.715], [1.301, 1.320, 0.339], [1.456, 1.719, 1.721], [1.708, 2.070, 2.805], [0.123, 0.359, 0.183], [-1.175, 0.837, 0.839], [-2.342, 0.620, -0.116], [-3.660, 1.211, 0.376], [-4.655, 0.200, 0.642], [-4.328, -0.502, 1.773], [-4.535, -0.075, 2.878], [1.130, 2.718, -0.463], [-0.229, 3.376, -0.874], [2.305, 3.392, -0.771], [2.076, -3.111, 3.529], [1.921, -1.432, 3.968], [1.162, -2.014, 2.476], [4.148, -1.885, 3.069], [3.441, -2.605, 1.672], [3.871, -1.015, -0.113], [2.214, -1.398, 0.183], [3.448, 1.359, 0.043], [-0.040, 0.223, -0.875], [0.345, -0.613, 0.589], [-1.121, 1.871, 1.131], [-1.395, 0.269, 1.734], [-2.491, -0.431, -0.307], [-2.096, 1.049, -1.073], [-3.528, 1.836, 1.247], [-4.105, 1.835, -0.378], [-3.929, -1.502, 1.622], [-0.885, 2.746, -1.454], [-0.716, 3.714, 0.033], [-0.036, 4.261, -1.457], [2.569, 3.881, 0.014], [-1.378, -0.382, -7.145], [-0.278, -0.122, -6.121], [-0.625, -0.595, -4.705], [-1.521, 0.234, -3.986], [-2.895, 0.035, -4.250], [0.077, 1.299, -6.153], [-2.204, 0.323, -7.047], [-0.984, -0.273, -8.155], [-1.777, -1.394, -7.048], [0.601, -0.691, -6.436], [0.290, -0.590, -4.109], [-0.996, -1.630, -4.706], [-3.124, -1.010, -4.475], [-3.232, 0.673, -5.071], [-3.443, 0.326, -3.352], [0.878, 1.453, -5.546], [-0.676, 1.814, -5.705], [-7.569, 2.358, -2.947], [-7.393, 2.364, -1.432], [-6.349, 3.375, -0.935], [-5.006, 2.981, -1.131], [-4.479, 3.236, -2.421], [-7.100, 0.998, -0.985], [-6.748, 1.851, -3.453], [-8.484, 1.832, -3.215], [-7.639, 3.375, -3.340], [-8.350, 2.659, -0.994], [-6.466, 3.478, 0.147], [-6.522, 4.369, -1.370], [-4.877, 4.160, -2.849], [-4.678, 2.397, -3.092], [-3.398, 3.336, -2.322], [-7.085, 0.973, 0.031], [-6.144, 0.784, -1.253], [8.279, -4.170, 6.662], [7.999, -3.736, 5.227], [6.770, -2.827, 5.085], [5.525, -3.497, 5.165], [5.059, -3.743, 6.479], [7.907, -4.929, 4.380], [7.592, -4.946, 6.997], [9.286, -4.578, 6.739], [8.205, -3.326, 7.351], [8.861, -3.154, 4.889], [6.794, -2.381, 4.087], [6.803, -1.998, 5.804], [5.337, -2.937, 7.164], [5.431, -4.697, 6.860], [3.971, -3.803, 6.436], [7.825, -4.643, 3.409], [7.021, -5.382, 4.582]]}